Entry 1:
CH4N2S2 | wB97M-V/def2-TZVPD

- Energy relative to the best compared isomer or geometry (same formula, charge and spin): 3.035 eV
- DFT total energy: -25749.455 eV
- Multiplicity: 1
- Kohn-Sham gap: 8.2 eV
- LUMO level: -0.02 eV

XYZ file:
```
9
Properties=species:S:1:pos:R:3:forces:R:3
C -0.423690 0.691006 0.285787 1.5 0.6 0.2
H -0.505997 -1.201936 -0.646572 -2.7 3.4 1.6
H -2.237392 -0.178043 -0.948400 4.5 -0.2 3.8
H 1.628436 1.247328 0.753812 -1.2 -1.2 -0.8
H 1.065389 -1.953871 0.171749 0.9 1.3 -1.0
N -1.195478 -0.355827 -0.140516 -1.5 -2.2 -4.7
N 0.976485 0.531846 0.338004 -0.4 -3.4 -2.1
S -0.804773 2.142329 0.920258 -1.4 1.0 0.3
S 1.497021 -0.922832 -0.734122 0.3 0.7 2.8
```
Positions in Å, forces in eV/Å.

Mulliken atomic charge list, values in e, 4 entries: number 1, C, carries 0.499; number 2, H, carries 0.220; number 3, H, carries 0.350; number 4, H, carries 0.265

---

Entry 2:
C2H8N3O | wB97M-V/def2-TZVPD

- Energy relative to the best compared isomer or geometry (same formula, charge and spin): 4.327 eV
- Net charge: +1
- DFT total energy: -8712.149 eV
- Multiplicity: 1
- Kohn-Sham gap: 10.4 eV
- LUMO level: -3.90 eV
- SMILES string: N/C(CO)=N\[NH3+]

XYZ file:
```
14
Properties=species:S:1:pos:R:3:forces:R:3
N -0.273378 -1.351518 -0.201161 -0.2 -1.2 0.5
C -0.014405 -0.058934 -0.187033 -4.8 1.9 -0.5
C -1.562551 0.864138 -0.310894 2.4 -4.2 2.6
O -2.533180 0.014972 0.154086 -1.0 -1.0 -1.2
N 0.904339 0.793252 -0.128821 1.9 0.7 0.6
N 2.284062 0.290401 0.070929 -0.1 -2.0 2.1
H -1.240779 -1.631080 -0.050534 -0.3 0.9 -0.5
H 0.237951 -2.110090 0.189024 1.4 -0.2 0.1
H -1.493421 1.656560 0.354891 0.7 2.0 0.4
H -1.802614 0.930066 -1.286870 -0.1 1.3 -3.3
H -2.470828 -0.102951 1.076873 -0.1 0.0 1.8
H 2.416703 -0.795129 0.264643 0.0 2.8 -0.5
H 2.779278 0.887183 0.765218 -0.9 -0.8 0.5
H 2.768817 0.613131 -0.710348 1.1 -0.2 -2.5
```
Positions in Å, forces in eV/Å.

Mulliken atomic charge list, values in e, 4 entries: number 1, N, carries -0.427; number 2, C, carries 0.477; number 3, C, carries -0.347; number 4, O, carries -0.564

---

Entry 3:
C33H58As3BrF5MnNO2SSi | wB97M-V/def2-TZVPD

- Energy relative to the best compared isomer or geometry (same formula, charge and spin): 2.456 eV
- Net charge: +1
- DFT total energy: -356921.173 eV
- Multiplicity: 5
- Kohn-Sham gap (spin up / spin down): 6.7 / 7.1 eV
- LUMO level (spin up / spin down): -3.03 / -3.85 eV
- <S²>: 6.056

XYZ file:
```
106
Properties=species:S:1:pos:R:3:forces:R:3
Mn -0.367263 -0.798765 -0.364876 -0.1 -0.3 0.4
C -1.517328 -5.663947 1.047834 0.0 -0.1 0.1
As -1.619192 -4.024526 2.064922 0.2 0.0 0.2
C -3.413647 -4.086217 2.788586 0.0 0.0 0.0
C -0.401830 -4.339433 3.567467 0.0 -0.2 0.1
C 0.054859 -3.107899 4.358542 0.0 0.0 0.0
C 0.883714 -3.676005 5.526537 0.0 0.0 0.0
C 1.044585 -2.250711 3.548635 0.0 0.0 0.0
As 0.707567 -0.972707 2.060698 0.0 0.1 -0.3
C 0.347425 0.695634 2.989826 0.0 0.0 0.0
C 2.619404 -0.740461 1.719120 0.0 0.0 0.1
C -1.167031 -2.313043 4.863199 0.0 0.1 0.0
As -1.150594 -1.615722 6.729183 0.0 0.0 0.0
C -2.916074 -0.779267 6.583155 0.0 0.0 0.0
C -0.097215 0.023249 6.509111 0.0 0.0 0.0
H -1.817818 -6.502108 1.676705 0.0 0.0 0.0
H -0.501500 -5.814752 0.690110 0.0 0.0 0.0
H -2.189976 -5.590809 0.195706 0.0 0.0 0.0
H -3.496636 -4.896024 3.513499 0.0 0.0 0.0
H -4.098897 -4.259347 1.960753 0.0 0.0 0.0
H -3.660517 -3.136719 3.256879 0.0 0.0 0.0
H 0.456279 -4.874989 3.153216 0.0 0.0 0.0
H -0.937117 -5.029462 4.227598 0.1 0.0 0.1
H 1.703319 -4.290242 5.149130 0.0 0.0 0.0
H 0.267109 -4.293902 6.180590 0.0 0.0 0.0
H 1.313860 -2.881728 6.139086 0.0 0.0 0.0
H 1.809903 -2.912280 3.132558 0.0 0.0 0.0
H 1.570205 -1.586814 4.241960 0.0 0.0 0.0
H 1.048751 0.831809 3.812152 0.0 0.0 0.0
H -0.670895 0.719893 3.370407 0.0 0.0 0.0
H 0.470670 1.501023 2.265899 0.0 0.0 0.0
H 3.177098 -0.912336 2.639396 0.0 0.0 0.0
H 2.797815 0.273413 1.373849 0.0 0.0 0.0
H 2.956886 -1.439543 0.955334 0.0 0.0 0.0
H -2.040764 -2.971408 4.888064 0.0 0.0 0.0
H -1.422262 -1.499458 4.173742 0.0 0.0 0.0
H -3.685268 -1.550603 6.573252 0.0 0.0 0.0
H -2.998706 -0.170720 5.681720 0.0 0.0 0.0
H -3.081488 -0.146685 7.454024 0.0 0.0 0.0
H 0.943813 -0.217782 6.291493 0.0 0.0 0.0
H -0.120158 0.565676 7.453706 0.0 0.0 0.0
H -0.499246 0.662804 5.726601 0.0 0.0 0.0
F -3.590262 -5.175709 -4.765742 0.0 0.0 0.0
C -3.239081 -4.555530 -3.649281 0.0 0.0 0.0
C -4.164229 -3.777031 -2.969948 0.0 0.0 0.0
F -5.399820 -3.654656 -3.442447 0.0 0.0 0.0
C -3.789689 -3.127607 -1.805943 0.0 0.0 0.0
F -4.693765 -2.375282 -1.183549 0.0 0.0 0.0
C -2.497516 -3.229857 -1.302976 0.1 0.0 0.0
S -2.006217 -2.356139 0.136031 -0.2 0.3 -0.3
C -1.593696 -4.031367 -1.996078 0.1 0.0 -0.1
F -0.351021 -4.179509 -1.534821 -0.1 0.0 0.0
C -1.946199 -4.686721 -3.161327 0.1 0.0 0.0
F -1.066388 -5.440310 -3.807811 0.0 0.0 0.0
C 2.308727 4.615141 0.418586 0.0 0.0 0.1
C 2.922749 4.060355 -0.875391 -0.1 0.0 0.0
C 4.078216 3.122785 -0.480038 0.0 0.0 0.0
C 3.522985 5.245773 -1.657917 0.0 0.0 0.0
Si 1.579295 3.220856 -1.950841 -0.1 0.1 0.0
Br 1.138647 1.278684 -0.631430 0.2 0.0 -0.1
C -0.125476 4.091623 -1.964067 0.1 0.0 0.0
C -1.077386 3.407425 -2.957296 0.0 0.0 0.0
C -0.843744 4.084844 -0.606156 0.0 0.0 0.0
C 0.067105 5.558841 -2.394747 0.0 0.0 0.0
C 2.192650 2.578979 -3.638084 0.0 0.0 0.1
C 1.359744 1.403572 -4.157742 0.0 0.0 0.0
C 3.643462 2.081049 -3.554320 0.0 0.0 0.0
C 2.141624 3.726670 -4.665851 0.0 0.0 0.0
H 3.107913 5.042023 1.030300 0.0 0.0 0.0
H 1.817269 3.841508 1.013127 0.0 0.0 0.0
H 1.588241 5.409554 0.232250 0.0 0.0 0.0
H 4.642646 3.593518 0.329107 0.0 0.0 0.0
H 4.772088 2.955190 -1.300702 0.0 0.0 0.0
H 3.747975 2.148392 -0.119475 0.0 0.0 0.0
H 4.289011 5.720901 -1.038318 0.0 0.0 0.0
H 2.784487 6.010051 -1.901931 0.0 0.0 0.0
H 4.010566 4.933951 -2.579593 0.0 0.0 0.0
H -1.264376 2.366454 -2.688050 0.0 0.1 0.0
H -0.725030 3.450480 -3.986635 0.0 0.0 0.0
H -2.040183 3.925512 -2.924858 0.0 0.0 0.0
H -1.062054 3.073877 -0.261693 0.0 0.0 0.0
H -1.802995 4.595413 -0.730454 0.0 0.0 0.0
H -0.297184 4.608525 0.174715 0.0 0.0 0.0
H 0.578285 5.662522 -3.352624 0.0 0.0 0.0
H 0.615530 6.137227 -1.651673 0.0 0.0 0.0
H -0.916176 6.025372 -2.501955 0.0 0.0 0.0
H 1.462249 0.538555 -3.503431 0.0 -0.1 0.0
H 1.742492 1.117929 -5.142207 0.0 0.0 0.0
H 0.301892 1.639589 -4.266365 0.0 0.0 0.0
H 3.772511 1.299014 -2.803994 0.0 0.0 0.0
H 4.351895 2.880200 -3.348728 0.0 0.1 0.0
H 3.917380 1.649916 -4.521212 0.0 0.0 0.0
H 1.126561 4.052544 -4.885182 -0.1 0.0 0.0
H 2.576499 3.370056 -5.603906 0.0 0.0 0.0
H 2.718877 4.599597 -4.357124 0.0 0.0 0.0
O -2.025219 0.333278 -1.461861 -0.1 0.1 0.0
C -1.623740 -0.263386 -2.478366 0.0 -0.1 0.1
C -2.165856 -0.202871 -3.881752 0.0 0.0 0.0
C -1.176495 -1.079508 -4.652005 0.0 0.0 0.0
C -0.198704 -1.596877 -3.592902 -0.1 -0.1 0.0
O 0.743106 -2.320003 -3.793663 0.0 0.0 0.0
N -0.583367 -1.099694 -2.356361 0.1 0.2 -0.2
H -2.226306 0.829830 -4.224764 0.0 0.0 0.0
H -3.183276 -0.598468 -3.879133 0.0 0.0 0.0
H -0.609553 -0.534783 -5.405977 0.0 0.0 0.0
H -1.639510 -1.929355 -5.152786 0.0 0.0 0.0
```
Positions in Å, forces in eV/Å.

Mulliken atomic charge list, values in e, 4 entries: number 1, Mn, carries -0.667; number 2, C, carries -1.387; number 3, As, carries 1.046; number 4, C, carries -1.279